Record 1
10
Properties=species:S:1:pos:R:3:forces:R:3 method="wB97M-V/def2-TZVPD" charge=0 homo_energy_ha=-0.35359 max_force_ev_per_a=4.60 de_lowest_kcal_mol=83.22 total_energy_ev=-10684.8480 e_lumo_ev=0.03 orbital_gap_ev=9.7 smiles="O=C1NN=CNO1"
O 1.8025 -0.6672 1.7157 -1.1034 0.6190 -0.4440
C 0.9291 -0.2570 0.9921 2.3668 1.2346 -1.6964
N -0.3678 -0.5469 1.0174 -0.1174 -1.9054 2.1899
N -1.3995 -0.1012 0.2906 1.1874 1.5645 -4.1610
C -0.9738 0.2783 -0.9096 -1.1129 0.3836 1.5891
N 0.4231 0.1171 -1.2971 -0.3836 1.9811 1.6663
O 1.2051 0.6924 -0.0570 -0.9545 -1.8826 -0.9499
H -0.6075 -1.0998 1.8170 -0.3592 -0.1920 0.2388
H -1.7660 0.8126 -1.5037 1.2654 -0.8512 0.1485
H 0.7548 0.7716 -2.0654 -0.7885 -0.9516 1.4186

***

Record 2
80
Properties=species:S:1:pos:R:3:forces:R:3 method="wB97M-V/def2-TZVPD" charge=+1 homo_energy_ha=-0.36432 max_force_ev_per_a=1.82 total_energy_ev=-147474.4877 e_lumo_ev=-3.77 orbital_gap_ev=6.1
C -3.7510 1.9689 -0.8832 0.0952 0.0279 0.1860
O -3.6988 0.8334 -1.7311 0.0058 0.0188 -0.0121
C -3.7570 1.1415 -3.1214 0.0453 0.0516 -0.0690
C -3.3182 -0.0941 -3.8887 0.1642 0.2206 0.0129
C -1.7883 -0.2034 -3.9436 -0.1121 -0.0488 0.0739
C -1.2588 -1.6420 -3.9758 0.0838 -0.0119 -0.2288
C 0.1323 -1.7910 -3.3388 -0.1201 0.1759 0.0889
C 0.2305 -2.2547 -1.8705 0.4048 -0.0259 0.0021
N -0.9479 -2.8699 -1.2156 -0.0753 0.1701 0.1266
Br -2.4692 -1.7132 -1.0443 0.0421 -0.1569 0.1085
C -0.4324 -2.9639 0.0995 -0.5722 0.1024 0.2363
N -0.6435 -4.0527 0.8086 0.0636 0.1177 0.2350
N 0.2745 -1.9094 0.4673 1.5200 -0.8618 -0.4954
C 0.8776 -1.7564 1.8108 -0.2538 0.1527 0.2347
C -0.0334 -1.0605 2.8357 0.0457 -0.0824 0.1069
C -1.4797 -1.5636 2.8383 -0.0422 0.1925 0.1952
C 0.6158 -1.2438 4.2169 0.1126 -0.0912 -0.1192
C 0.9253 -1.3421 -0.7868 -0.6867 0.2032 -0.1010
C 2.4468 -1.5885 -0.8010 0.1040 0.1007 -0.0260
C 3.3050 -0.5812 -1.5659 0.0934 -0.1534 0.0565
O 4.6305 -1.0353 -1.3569 -0.0223 -0.1090 -0.1065
C 5.6434 -0.1131 -1.6656 0.0412 0.1042 -0.1056
C 6.3243 0.3865 -0.3968 -0.1580 0.1397 0.0664
F 7.3270 1.2266 -0.7701 0.1322 0.1045 -0.0477
F 6.8714 -0.6496 0.2567 0.0664 -0.2305 0.1070
C 5.4126 1.1662 0.5849 0.2699 -0.0238 -0.1428
F 4.4913 0.3171 1.0720 -0.1333 -0.1782 0.1352
F 4.7698 2.1171 -0.1324 -0.1385 0.1295 -0.1163
C 6.1107 1.8691 1.7820 -0.1814 0.1572 -0.1374
F 5.1596 2.0864 2.7074 -0.0860 0.0293 0.1675
F 7.0264 1.0466 2.3075 0.2024 -0.1643 0.0073
C 6.7697 3.2282 1.4321 0.1411 -0.1016 -0.1420
F 7.6605 3.5148 2.3974 0.0576 0.0312 0.1339
F 5.8193 4.1787 1.4304 -0.1457 0.1186 -0.0498
P 0.5045 0.4754 -0.8493 0.2427 0.3118 0.4949
S 1.2155 1.5657 0.5854 -0.0523 -0.1333 -0.1037
H -2.7570 2.1865 -0.4709 -0.0289 0.0187 -0.0962
H -4.1037 2.8570 -1.4136 -0.0829 -0.0858 0.0702
H -4.4226 1.7500 -0.0500 -0.0416 0.0644 -0.1103
H -4.7715 1.4493 -3.4001 0.0259 -0.0391 0.1106
H -3.0789 1.9825 -3.3302 -0.0925 -0.0573 -0.0668
H -3.7222 -0.9647 -3.3639 -0.1784 0.0797 -0.2711
H -3.7371 -0.0551 -4.8965 -0.0231 -0.1501 0.0720
H -1.3791 0.3219 -3.0714 -0.0696 -0.0929 -0.0674
H -1.4201 0.3308 -4.8251 0.0530 0.0417 0.1360
H -1.9785 -2.3258 -3.5197 0.1499 -0.0011 -0.1035
H -1.1616 -1.9683 -5.0142 -0.0961 0.0270 0.0519
H 0.7154 -2.4946 -3.9333 -0.0066 0.0045 0.0985
H 0.6507 -0.8304 -3.4119 0.0230 -0.1072 -0.1449
H 0.9153 -3.1114 -1.8924 -0.1726 -0.0734 -0.0038
H -0.0296 -4.2824 1.5768 -0.3362 0.2170 0.2248
H -1.4628 -4.6250 0.6645 0.2094 -0.1098 -0.3719
H 1.1991 -2.7311 2.2003 -0.0513 0.0119 -0.1611
H 1.7729 -1.1504 1.6951 -0.0407 -0.0217 0.0058
H -0.0315 0.0044 2.5937 -0.0138 -0.0817 -0.0588
H -1.5416 -2.6495 2.7356 -0.0301 0.0745 0.0318
H -2.0893 -1.0859 2.0682 0.0772 -0.1743 -0.0896
H -1.9449 -1.3210 3.7967 0.0243 0.0428 -0.0731
H 0.2437 -2.1534 4.6977 0.0306 0.0615 -0.0001
H 1.7042 -1.3372 4.1473 -0.0613 0.1198 0.0173
H 0.4014 -0.3931 4.8633 -0.0676 -0.1064 0.0158
H 2.8586 -1.6116 0.2069 -0.0713 0.0957 -0.0083
H 2.6480 -2.5728 -1.2343 -0.0406 0.0142 0.1163
H 3.0918 -0.5892 -2.6440 -0.1116 0.1124 0.0793
H 3.1755 0.4263 -1.1558 -0.0230 -0.0309 -0.1110
H 6.4251 -0.6144 -2.2443 -0.0474 0.0164 0.0698
H 5.2801 0.7377 -2.2493 -0.0026 -0.0223 0.0881
H 7.2756 3.2220 0.4663 0.0054 -0.0434 0.0337
H -0.8897 0.4717 -0.9592 -0.0065 -0.0510 -0.1703
H 0.9433 0.8224 -2.1359 -0.0853 -0.0402 -0.0836
N -5.8756 2.6160 2.6274 0.0621 0.0034 -0.0223
C -6.7543 1.6489 2.2160 0.0130 0.0053 -0.0005
C -7.9719 1.9255 2.7764 -0.0028 0.0017 0.0046
C -7.8216 3.1046 3.5564 -0.0038 -0.0045 -0.0039
C -6.5182 3.5066 3.4444 -0.0195 -0.0185 -0.0078
H -4.9062 2.6641 2.3757 -0.0108 0.0170 0.0259
H -6.4428 0.8507 1.5635 -0.0068 -0.0059 0.0022
H -8.8716 1.3485 2.6437 0.0008 0.0041 -0.0003
H -8.5848 3.5998 4.1326 0.0011 -0.0018 -0.0040
H -5.9980 4.3461 3.8725 -0.0042 -0.0019 0.0033

***

Record 3
90
Properties=species:S:1:pos:R:3:forces:R:3 method="wB97M-V/def2-TZVPD" multiplicity=5 charge=+1 homo_energy_ha="-0.38158 / -0.38253" max_force_ev_per_a=0.52 de_lowest_kcal_mol=0.00 total_energy_ev=-63919.7518 e_lumo_ev="-2.61 / -4.69" orbital_gap_ev="7.8 / 5.7"
Ir 0.7575 -2.0362 1.8510 0.1266 0.3752 -0.3183
O -1.2059 -2.2280 1.7144 0.1593 0.2074 0.1188
C -1.8411 -3.3014 1.3111 -0.1763 -0.2848 -0.0796
C -3.2230 -3.1546 1.0673 0.1464 -0.0476 0.0226
C -3.9868 -4.2195 0.6650 -0.0305 -0.0092 -0.0105
C -3.4191 -5.4867 0.4734 0.1046 -0.0602 -0.0046
C -2.0764 -5.6516 0.6925 -0.1123 0.0112 -0.0087
C -1.2549 -4.5811 1.1078 0.0214 0.0846 0.0302
C 0.1444 -4.8652 1.2479 -0.1382 0.0219 -0.0268
N 1.0571 -4.0170 1.5729 -0.1219 -0.0196 0.1101
C 2.4705 -4.3874 1.5926 0.1661 -0.1344 -0.0066
C 3.2584 -3.2030 1.0412 0.1234 -0.0639 -0.0429
N 2.7341 -2.0068 1.7053 0.0486 0.2282 -0.2445
C 3.5322 -1.0319 2.0504 0.0201 -0.2003 0.1633
C 3.1729 -0.0085 2.9451 -0.0249 0.1501 -0.0269
C 3.9676 1.1651 3.0279 0.0122 -0.1092 0.0002
C 3.7353 2.1003 3.9866 0.0790 0.0563 -0.0662
C 2.7293 1.8697 4.9544 -0.1190 -0.0509 0.0912
C 1.9743 0.7372 4.9429 -0.0205 -0.0121 0.0266
C 2.1319 -0.2425 3.9158 -0.0862 -0.0889 0.0151
O 1.4013 -1.2913 3.9222 -0.1695 0.0442 -0.0943
H -3.6503 -2.1724 1.2138 -0.0047 0.0268 0.0205
H -5.0472 -4.0784 0.4970 -0.0030 0.0033 -0.0095
H -4.0311 -6.3178 0.1566 -0.0114 -0.0337 0.0015
H -1.6191 -6.6234 0.5509 0.0000 -0.0229 -0.0196
H 0.4582 -5.8867 1.0277 -0.0182 0.0336 -0.0137
H 2.6521 -5.2916 1.0061 -0.0148 0.0384 0.0386
H 2.7664 -4.5700 2.6285 0.0081 0.0131 -0.0215
H 3.1135 -3.1113 -0.0393 -0.0338 -0.0528 0.0342
H 4.3228 -3.3272 1.2487 -0.0209 0.0159 -0.0417
H 4.5586 -1.0589 1.6836 -0.0312 0.0047 -0.0449
H 4.7591 1.3111 2.3034 0.0186 -0.0191 -0.0363
H 4.3221 3.0064 4.0253 0.0242 0.0152 0.0059
H 2.5626 2.6127 5.7233 -0.0193 0.0015 0.0253
H 1.2081 0.5519 5.6816 -0.0557 0.0187 0.0272
C 1.3938 5.6559 -5.8633 -0.0004 0.0413 -0.0363
C 1.2774 4.6260 -4.7800 -0.0052 -0.0511 0.0565
C 1.1227 4.9938 -3.4511 0.0143 -0.0402 -0.0237
C 1.0226 4.0468 -2.4374 0.0025 0.0409 -0.0032
C 0.8630 4.5025 -1.0143 -0.0373 0.0283 0.0762
C 1.0608 2.6973 -2.7894 -0.0086 0.0092 0.1822
Te 0.9653 1.2702 -1.2264 0.0067 -0.0579 -0.0119
N 0.4787 -0.1350 1.5790 0.2727 -0.2962 0.3351
C -0.3501 0.8640 1.7174 -0.3472 0.1610 -0.3242
O -0.5729 1.6957 0.7864 0.1563 0.0342 -0.1224
C -1.0277 1.1198 3.0205 0.0642 0.0544 0.1399
C -1.2398 2.4491 3.3811 0.0644 -0.0011 -0.0103
C -1.8543 2.7507 4.5823 -0.0153 0.0128 0.0348
C -2.2759 1.7265 5.4210 -0.0252 0.0106 0.0044
C -2.0806 0.4033 5.0549 -0.0073 0.0149 0.0319
C -1.4530 0.0958 3.8583 0.0404 0.0153 0.0185
C -0.6795 0.1421 -1.8953 0.0958 -0.0376 0.0036
C -1.9142 0.7667 -2.0835 -0.0696 -0.0240 0.0230
C -2.1340 2.2350 -1.8683 0.0054 0.1131 -0.0015
C -2.9842 -0.0200 -2.4986 0.0188 -0.0065 0.0405
C -2.8616 -1.3866 -2.7021 0.0191 0.0466 -0.0142
C -4.0333 -2.2184 -3.1306 -0.0599 -0.0347 0.0066
C -1.6205 -1.9745 -2.4977 0.0184 0.0199 0.0217
C -0.5136 -1.2309 -2.1139 -0.0297 -0.0176 0.0163
C 0.8121 -1.9331 -2.0274 0.0770 -0.0407 0.0684
C 1.2325 2.2896 -4.1156 -0.0621 -0.0480 -0.0421
C 1.3091 0.8427 -4.5095 0.0066 -0.0614 -0.0228
C 1.3381 3.2708 -5.0895 -0.0319 0.0247 0.0186
H 1.3129 6.6636 -5.4622 -0.0004 0.0270 0.0003
H 0.6112 5.5220 -6.6102 -0.0157 0.0011 -0.0194
H 2.3519 5.5693 -6.3763 0.0200 0.0031 -0.0144
H 1.0844 6.0445 -3.1913 0.0079 0.0296 0.0089
H 1.0548 5.5705 -0.9331 -0.0084 0.0094 0.0149
H 1.5544 3.9919 -0.3391 0.0053 0.0202 -0.0004
H -0.1478 4.3136 -0.6452 0.0129 -0.0153 0.0077
H -0.9117 3.2344 2.7139 -0.0023 0.0054 -0.0077
H -2.0081 3.7829 4.8655 -0.0135 0.0210 0.0072
H -2.7692 1.9616 6.3544 0.0114 0.0077 0.0318
H -2.4156 -0.3950 5.7033 -0.0235 -0.0093 0.0064
H -1.3201 -0.9334 3.5713 0.0451 -0.0586 -0.0144
H -1.6109 2.5897 -0.9799 -0.0622 -0.0142 -0.0492
H -3.1946 2.4379 -1.7291 0.0010 0.0199 -0.0199
H -1.7898 2.8115 -2.7303 0.0078 0.0035 0.0013
H -3.9460 0.4542 -2.6510 -0.0287 0.0143 -0.0036
H -4.8901 -1.5967 -3.3828 -0.0156 0.0014 -0.0047
H -4.3314 -2.9002 -2.3322 -0.0028 -0.0154 0.0209
H -3.7819 -2.8260 -4.0000 -0.0043 -0.0065 -0.0116
H -1.5066 -3.0422 -2.6481 0.0067 -0.0306 -0.0276
H 0.6621 -2.9913 -1.8097 0.0183 -0.0014 -0.0104
H 1.4582 -1.5186 -1.2526 0.0149 -0.0173 0.0561
H 1.3466 -1.8609 -2.9785 0.0055 -0.0063 0.0219
H 2.0676 0.3132 -3.9258 -0.0052 -0.0032 -0.0083
H 1.5725 0.7478 -5.5608 0.0138 -0.0171 -0.0113
H 0.3551 0.3367 -4.3514 -0.0028 -0.0064 -0.0145
H 1.4761 2.9687 -6.1206 0.0052 -0.0127 -0.0397

***

Record 4
21
Properties=species:S:1:pos:R:3:forces:R:3 method="wB97M-V/def2-TZVPD" charge=-1 homo_energy_ha=-0.14109 max_force_ev_per_a=2.60 de_lowest_kcal_mol=22.84 total_energy_ev=-20325.3120 e_lumo_ev=3.30 orbital_gap_ev=7.1
C 0.8308 1.7395 0.2106 2.1090 -0.8264 0.9197
O -0.2863 1.5780 -0.5004 -0.3228 -0.5712 -0.5120
C 1.4429 0.3750 0.8053 -2.3017 0.4350 -0.5979
C 1.7623 -0.7540 -0.2067 -1.2400 -1.3583 0.7902
C 0.5460 -1.2081 -1.1746 0.8155 1.2429 2.1351
S -0.4271 -2.5949 -0.5000 -0.0322 -0.6938 -0.0059
C -1.9638 -1.6955 -0.2104 -0.3951 2.0173 -1.3474
H 0.8001 2.4126 1.1150 -0.5796 -0.2012 -0.1730
H 1.6584 2.2209 -0.3572 -0.1329 -0.1152 -0.3546
H 0.6192 0.0592 1.5054 0.6985 -0.2111 -0.5877
H 2.2604 0.6463 1.4404 0.9227 -0.0339 0.3001
H 2.6395 -0.5539 -0.8310 -0.0927 0.2413 0.1086
H 1.9618 -1.7094 0.3697 0.2888 1.0402 -0.4440
H 1.0891 -1.4130 -2.0854 -0.8046 -0.3128 -0.6723
H -0.1874 -0.3824 -1.1534 0.7075 -0.0828 -0.8838
H -2.9515 -2.1021 -0.0480 0.3167 -1.4066 0.9990
H -2.2648 -1.2568 -1.1831 0.7265 0.3399 0.2444
H -1.7844 -0.8512 0.4715 -0.2569 -0.3427 -0.1408
H -2.0626 2.2369 1.5016 -0.1814 -0.2404 -0.5309
H -1.3264 1.4072 0.1712 -0.6493 1.9127 0.0995
O -2.3558 1.8455 0.6596 0.4039 -0.8332 0.6537

***

Record 5
67
Properties=species:S:1:pos:R:3:forces:R:3 method="wB97M-V/def2-TZVPD" charge=-1 homo_energy_ha=-0.15571 max_force_ev_per_a=0.75 total_energy_ev=-66015.3102 e_lumo_ev=2.33 orbital_gap_ev=6.6
Pd 0.9421 -0.4211 -0.5189 -0.3085 0.4133 -0.5447
I 2.2843 2.3826 0.5967 0.0631 -0.3127 0.1558
C 1.1897 3.9477 -0.2380 -0.0231 0.1231 -0.1231
C 1.9622 5.0608 -0.4743 -0.0339 -0.0234 0.0009
C 1.4172 6.2686 -0.9345 -0.0285 -0.0339 0.0072
C 0.0728 6.3501 -1.1147 0.0359 -0.0144 0.0169
C -0.7557 5.2248 -0.8936 -0.1488 0.1654 -0.0777
C -2.1496 5.4142 -1.0782 0.0689 -0.0434 0.0212
C -3.0098 4.3836 -0.8968 0.0443 0.0108 0.0090
C -2.4891 3.1155 -0.5798 -0.0772 0.0129 -0.0283
C -1.1511 2.8530 -0.3992 -0.0284 -0.1460 -0.1749
P -0.7628 1.0220 -0.1624 0.3900 -0.1539 0.4560
C -1.0633 0.8787 1.6552 0.0109 0.0405 -0.0192
C -1.8852 1.7117 2.4086 -0.0085 0.0387 -0.0364
C -2.0680 1.4808 3.7643 -0.0116 -0.0069 0.0757
C -1.4302 0.4154 4.3854 0.0063 -0.0115 -0.0150
C -0.5961 -0.4126 3.6471 0.0085 0.0000 0.0003
C -0.4110 -0.1752 2.2944 0.0286 0.0694 -0.0809
C -2.3129 0.2768 -0.8282 -0.0170 -0.0552 0.0631
C -2.4206 0.1439 -2.2124 0.0240 0.0264 -0.0792
C -3.4950 -0.5128 -2.7849 -0.0295 -0.0156 -0.0429
C -4.4767 -1.0796 -1.9814 -0.0200 -0.0070 0.0480
C -4.3747 -0.9691 -0.6025 -0.0135 -0.0139 -0.0554
C -3.3051 -0.2893 -0.0308 0.0146 -0.0108 0.0367
C -0.2223 3.9593 -0.5001 0.1006 -0.0636 0.0476
H 3.0232 5.0077 -0.2739 0.0143 -0.0091 0.0105
H 2.0627 7.1193 -1.1095 0.0024 0.0104 -0.0014
H -0.3980 7.2740 -1.4277 0.0079 0.0134 -0.0088
H -2.4974 6.4013 -1.3584 -0.0150 0.0020 -0.0092
H -4.0782 4.5092 -1.0177 -0.0021 0.0064 -0.0014
H -3.2027 2.3092 -0.4984 0.0039 0.0000 0.0136
H -2.3831 2.5537 1.9445 0.0016 0.0022 -0.0164
H -2.7052 2.1417 4.3397 -0.0009 -0.0030 0.0030
H -1.5694 0.2410 5.4451 -0.0057 0.0061 0.0115
H -0.0705 -1.2314 4.1212 -0.0051 0.0002 0.0234
H 0.2712 -0.7759 1.6940 -0.0314 -0.0924 0.1992
H -1.6352 0.5371 -2.8488 0.0224 0.0148 0.0362
H -3.5550 -0.6081 -3.8618 0.0046 0.0036 -0.0037
H -5.3075 -1.6117 -2.4271 -0.0071 -0.0029 -0.0051
H -5.1282 -1.4125 0.0368 -0.0117 -0.0060 0.0022
H -3.2424 -0.2172 1.0474 0.0242 0.0171 -0.0007
N -1.0533 -2.6851 -1.2131 0.1910 -0.2304 -0.1500
C -0.3118 -3.7655 -0.8323 0.0274 0.0528 0.0285
C -0.8859 -4.9695 -0.4738 -0.0429 -0.0046 -0.0113
C -0.1068 -6.1007 -0.1897 0.0052 -0.0552 0.0115
C 1.2562 -6.0545 -0.2609 -0.0091 0.0898 -0.0183
C 1.8865 -4.8321 -0.5985 0.0738 -0.1386 0.0286
C 3.2967 -4.7270 -0.6843 0.0509 0.0147 -0.0120
C 3.8713 -3.5431 -1.0203 -0.1248 0.0579 -0.0321
C 3.0271 -2.4330 -1.2368 0.0693 0.0063 -0.0313
N 1.7204 -2.4735 -1.1404 -0.0020 -0.0063 0.1072
C 1.1245 -3.6763 -0.8547 -0.0358 0.0702 -0.0098
H -2.0166 -2.6417 -0.9268 0.0043 0.0370 0.0332
H -0.5368 -1.8025 -1.2395 -0.2322 0.1228 0.0455
H -1.9669 -5.0396 -0.4385 -0.0081 0.0031 -0.0070
H -0.6049 -7.0256 0.0759 -0.0003 0.0017 0.0068
H 1.8672 -6.9252 -0.0618 0.0007 -0.0151 0.0084
H 3.9021 -5.6002 -0.4701 -0.0075 -0.0040 -0.0032
H 4.9423 -3.4109 -1.0722 0.0228 -0.0305 -0.0027
H 3.4600 -1.4695 -1.4775 0.0167 -0.0022 0.0342
O 3.2212 -0.3787 1.3615 0.0168 0.0849 0.0618
N 4.1449 -1.2018 1.1741 -0.0258 -0.0370 -0.0457
C 5.3983 -0.7334 1.1031 -0.3602 -0.1245 0.0340
C 6.4061 -1.6901 0.8254 0.1763 -0.0794 0.0877
N 7.2166 -2.4804 0.6018 0.0137 -0.0045 -0.0650
C 5.7103 0.6386 1.2859 0.1278 0.2410 -0.0248
N 5.9577 1.7544 1.4374 0.0027 -0.0008 0.0124